{
  "formula": "C11H7B3Cl28INO4",
  "method": "ωB97M-V/def2-TZVPD",
  "lumo_energy_ev": -0.02,
  "e_homo_ha": -0.351,
  "elements": ["C", "C", "I", "C", "B", "O", "B", "O", "B", "N", "C", "O", "O", "H", "H", "H", "H", "H", "H", "H", "C", "Cl", "Cl", "Cl", "Cl", "C", "Cl", "Cl", "Cl", "Cl", "C", "Cl", "Cl", "Cl", "Cl", "C", "Cl", "Cl", "Cl", "Cl", "C", "Cl", "Cl", "Cl", "Cl", "C", "Cl", "Cl", "Cl", "Cl", "C", "Cl", "Cl", "Cl", "Cl"],
  "xyz": [[0.424685, -2.000316, 1.518980], [-0.397989, -1.882109, 0.223692], [-2.146243, -3.161799, 0.410555], [0.379786, -2.300818, -1.018280], [-0.290055, -1.816798, -2.353827], [-0.869818, -2.663160, -3.299892], [-0.071076, -2.570482, -4.435001], [0.181431, -1.288741, -4.916091], [0.499116, -0.415585, -3.896870], [1.625999, 0.503943, -3.964538], [2.121148, 0.818475, -2.894663], [2.543464, 1.133179, -1.865020], [-0.268064, -0.466037, -2.726515], [1.320599, -2.570799, 1.275599], [0.754047, -1.021155, 1.862863], [-0.103276, -2.542150, 2.292972], [-0.809921, -0.886575, 0.093768], [0.552563, -3.375913, -1.066928], [1.371587, -1.831132, -0.972685], [0.426574, -3.535340, -4.911944], [1.502335, 5.138856, -3.829822], [2.986029, 5.923811, -4.375891], [1.873027, 3.547021, -3.167932], [0.719852, 6.116861, -2.583214], [0.386537, 4.951424, -5.183658], [-3.686850, 6.166791, -1.195448], [-3.964787, 7.598491, -0.197523], [-4.688264, 6.259174, -2.649710], [-1.983907, 6.084257, -1.664598], [-4.116702, 4.718955, -0.283766], [-7.911606, 4.027193, 0.604732], [-7.431192, 5.643752, 1.125386], [-9.598865, 3.742213, 1.041022], [-7.723964, 3.892645, -1.146260], [-6.886866, 2.825580, 1.399104], [3.655654, -3.657857, 3.954561], [4.455529, -2.157146, 4.427190], [1.940310, -3.562112, 4.359821], [3.844731, -3.902278, 2.212923], [4.383504, -5.013938, 4.821739], [-0.157275, -3.956551, 7.972377], [-0.511424, -2.498526, 8.902931], [-0.838760, -3.790847, 6.346233], [1.589758, -4.182265, 7.875218], [-0.885829, -5.354974, 8.766569], [8.264023, -2.973146, 3.463167], [7.698357, -2.713337, 5.115512], [7.783224, -1.603133, 2.456136], [10.024255, -3.119424, 3.457957], [7.549891, -4.453811, 2.820318], [-3.103317, 1.633685, -4.837696], [-1.577315, 1.911120, -5.687506], [-2.941702, 0.244239, -3.763340], [-3.513290, 3.069923, -3.893530], [-4.379658, 1.316668, -6.019176]],
  "atomic_forces_ev_per_a": [[0.20, -0.13, -0.69], [0.02, -0.36, 0.43], [-0.03, 0.17, -0.18], [-0.10, 0.14, -0.46], [-1.36, 0.29, 0.19], [1.45, -0.49, 0.20], [-1.10, 0.25, -0.31], [1.18, -0.39, 0.23], [-0.87, 0.86, -0.28], [0.06, -0.45, 0.21], [-0.70, -0.28, -0.13], [0.49, -0.02, -0.02], [1.48, -0.58, 0.24], [0.06, -0.09, 0.20], [-0.11, 0.04, 0.13], [-0.03, 0.22, 0.23], [-0.07, 0.04, 0.07], [-0.10, -0.07, 0.25], [-0.02, 0.12, 0.08], [-0.19, 0.02, -0.26], [-0.12, -0.08, -0.11], [-0.06, -0.02, 0.05], [0.04, 0.63, 0.07], [0.64, 0.12, -0.10], [0.00, 0.05, -0.09], [-0.01, 0.01, 0.06], [0.00, -0.01, -0.01], [-0.01, 0.00, -0.01], [-0.58, -0.05, 0.10], [0.03, -0.05, 0.01], [0.02, 0.01, -0.04], [-0.01, 0.03, 0.01], [0.01, 0.00, 0.00], [0.00, 0.00, 0.00], [0.01, -0.01, 0.00], [-0.04, 0.03, 0.02], [-0.16, 0.01, -0.07], [0.06, -0.01, -0.05], [0.01, -0.01, 0.00], [0.01, 0.00, 0.01], [-0.02, 0.00, 0.02], [0.00, 0.01, 0.00], [0.00, -0.01, 0.04], [-0.01, 0.00, 0.00], [-0.01, 0.00, 0.00], [0.01, 0.02, 0.00], [0.19, -0.05, 0.05], [-0.01, 0.00, 0.00], [0.00, 0.01, 0.00], [-0.01, -0.01, 0.00], [-0.11, -0.01, 0.04], [0.06, -0.07, 0.03], [-0.19, 0.11, -0.12], [0.00, 0.00, -0.01], [0.01, 0.03, 0.00]],
  "mulliken_charge": [-0.926, -0.318, 0.020, -0.893, 0.419, -0.386, 0.656, -0.461, 0.400, -0.625, 0.892, -0.459, -0.177, 0.222, 0.315, 0.272, 0.568, 0.371, 0.341, -0.120, 0.359, -0.101, -0.124, -0.099, -0.093, 0.228, -0.114, -0.099, 0.009, -0.034, 0.319, -0.070, -0.110, -0.060, -0.088, 0.272, -0.079, 0.009, -0.102, -0.097, 0.342, -0.095, -0.084, -0.081, -0.094, 0.331, -0.079, -0.085, -0.103, -0.070, 0.257, -0.099, -0.068, -0.002, -0.106]
}

{
  "formula": "C11H7N5O2S2",
  "method": "ωB97M-V/def2-TZVPD",
  "lumo_energy_ev": -0.88,
  "e_homo_ha": -0.336,
  "elements": ["O", "C", "N", "C", "C", "C", "C", "C", "S", "C", "N", "N", "C", "O", "C", "N", "S", "N", "C", "C", "H", "H", "H", "H", "H", "H", "H"],
  "xyz": [[-5.548333, 1.034034, -2.438966], [-4.756533, 0.824501, -1.621436], [-3.900486, 0.693518, -0.754402], [-2.586817, 0.324318, -1.199113], [-1.826033, -0.498565, -0.310471], [-0.583903, -0.917687, -0.632274], [0.216650, -1.811268, 0.281822], [1.220863, -1.062005, 1.163711], [0.565629, 0.544048, 1.718105], [1.877997, 1.007413, 2.781809], [1.835623, 1.424039, 3.998076], [3.151473, 1.636246, 4.360817], [3.881975, 1.333086, 3.359779], [3.132719, 0.930484, 2.297425], [-0.035618, -0.518896, -1.877897], [1.160152, -0.846428, -2.368164], [1.280120, -0.139294, -3.806929], [-0.166665, 0.603884, -3.904521], [-0.780685, 0.303363, -2.767516], [-2.086023, 0.707908, -2.391419], [-2.263633, -0.805949, 0.629259], [-0.465656, -2.402498, 0.887973], [0.800977, -2.477132, -0.353256], [1.403291, -1.664590, 2.053559], [2.184570, -0.928831, 0.679536], [4.952016, 1.389259, 3.290397], [-2.663668, 1.317041, -3.075905]],
  "atomic_forces_ev_per_a": [[-0.31, -0.23, 0.20], [0.44, 0.57, 0.14], [-0.09, -0.37, -0.72], [-0.12, -0.25, 0.72], [-0.23, 0.12, 0.00], [0.40, -0.58, 0.42], [0.06, 0.35, -0.40], [0.25, -0.30, 0.49], [-0.08, 0.25, 0.13], [-0.42, -0.34, -0.29], [-0.22, -0.15, -0.14], [0.34, 0.36, 0.67], [-0.57, 0.03, -0.16], [0.81, -0.05, -0.12], [0.21, 0.16, -0.44], [0.20, 0.06, -0.09], [-0.44, 0.16, 0.01], [0.87, -0.40, 0.00], [-0.62, 0.05, 0.41], [-0.27, 0.54, -0.67], [-0.13, 0.07, 0.02], [0.00, 0.02, 0.09], [-0.05, -0.21, 0.12], [0.03, 0.02, 0.04], [-0.12, 0.19, -0.26], [0.05, -0.11, -0.17], [0.02, 0.04, 0.01]],
  "mulliken_charge": [-0.397, 0.682, -0.558, 0.458, -0.098, -0.007, -1.201, -0.645, -0.034, 0.359, -0.317, -0.349, 0.029, -0.245, 0.826, -0.612, 0.155, -0.718, 0.448, -0.836, 0.458, 0.450, 0.373, 0.496, 0.465, 0.410, 0.407]
}

{
  "formula": "C11H8BBrMoN2O5",
  "method": "ωB97M-V/def2-TZVPD",
  "charge": 2,
  "e_above_lowest_ev": 1.365,
  "lumo_energy_ev": [-7.92, -11.05],
  "spin_multiplicity": 3,
  "e_homo_ha": [-0.574, -0.593],
  "elements": ["Mo", "O", "C", "C", "C", "N", "C", "Br", "C", "H", "H", "H", "H", "O", "B", "O", "C", "C", "C", "C", "C", "C", "H", "H", "H", "H", "O", "N", "O"],
  "xyz": [[-1.488302, -1.616133, -0.295437], [4.141793, -2.743088, 1.990047], [3.026417, -2.431481, 1.384309], [2.860301, -2.339418, -0.009038], [1.631069, -2.025630, -0.523180], [0.555374, -1.773082, 0.254929], [0.737118, -1.869119, 1.581488], [-0.898642, -1.510494, 2.528278], [1.904580, -2.173088, 2.201530], [4.885370, -2.939474, 1.405689], [3.689492, -2.530226, -0.677459], [1.466717, -1.980991, -1.591373], [1.994199, -2.240878, 3.277028], [-1.399433, 1.079518, -2.417630], [-1.297914, 0.007833, -1.591213], [-1.107957, 0.491565, -0.213115], [-1.191050, 1.831634, -0.280766], [-1.146717, 2.767527, 0.728463], [-1.268388, 4.082340, 0.318672], [-1.417068, 4.446419, -1.057975], [-1.456753, 3.508957, -2.071643], [-1.350683, 2.196131, -1.669578], [-1.035984, 2.495913, 1.768485], [-1.250011, 4.865450, 1.065797], [-1.505123, 5.495632, -1.309491], [-1.572034, 3.777668, -3.112779], [-1.685348, -3.556143, -0.156959], [-2.884096, -3.021469, -0.202388], [-2.936917, -2.295868, -1.324683]],
  "atomic_forces_ev_per_a": [[0.37, -0.13, 2.03], [0.15, -0.04, 0.36], [-0.58, 0.16, -0.39], [0.22, -0.07, 0.11], [-0.05, 0.02, -0.02], [0.64, -0.40, -0.05], [-0.33, 0.16, -0.10], [0.24, -0.14, -0.48], [0.25, -0.08, 0.24], [0.00, 0.00, -0.17], [-0.03, -0.01, -0.02], [0.02, 0.00, -0.01], [-0.04, 0.01, -0.01], [0.01, 0.76, -0.42], [0.03, -0.84, -0.11], [0.02, 1.48, -0.03], [-0.05, 0.07, 0.20], [0.00, -0.10, 0.08], [0.07, -0.18, 0.33], [-0.04, -0.04, -0.49], [-0.02, 0.21, -0.14], [-0.02, -0.16, 0.06], [0.00, -0.02, -0.01], [-0.01, 0.04, -0.05], [0.00, 0.01, 0.04], [-0.01, 0.00, 0.01], [0.62, -0.29, -0.33], [-1.12, -0.78, 0.77], [-0.36, 0.34, -1.42]],
  "lowdin_spin": [0.869, 0.002, 0.003, -0.001, 0.006, 0.005, 0.004, 0.009, 0.001, 0.000, 0.000, 0.001, 0.000, 0.073, 0.021, 0.090, 0.186, -0.001, 0.210, 0.186, 0.000, 0.189, -0.003, 0.008, 0.006, -0.003, 0.079, 0.024, 0.035]
}

{
  "formula": "C11H8BF4FeN3O6",
  "method": "ωB97M-V/def2-TZVPD",
  "charge": -1,
  "lumo_energy_ev": [1.85, 1.88],
  "spin_multiplicity": 2,
  "e_homo_ha": [-0.257, -0.256],
  "elements": ["Fe", "O", "C", "O", "C", "C", "C", "C", "C", "O", "C", "C", "O", "O", "H", "H", "H", "H", "H", "H", "H", "H", "F", "B", "F", "F", "F", "O", "N", "C", "C", "N", "C", "N"],
  "xyz": [[-0.887242, 0.565493, 0.603619], [-2.158396, -2.967099, 1.595289], [-1.382052, -2.090500, 1.294842], [-1.557601, -0.824808, 1.601331], [-0.050006, -2.424839, 0.619365], [1.047154, -1.567195, 1.249994], [2.442226, -2.031771, 0.845354], [2.523611, -1.563511, -0.628426], [1.154055, -0.927216, -0.828340], [0.906942, -0.336228, 0.482658], [0.051016, -1.991077, -0.885490], [-1.233647, -1.377436, -1.433947], [-1.885004, -1.952825, -2.277765], [-1.516300, -0.187131, -0.976530], [0.119718, -3.491604, 0.742362], [0.904982, -1.340027, 2.302077], [3.198779, -1.543803, 1.457541], [2.546627, -3.109418, 0.963899], [3.311748, -0.825847, -0.768577], [2.683947, -2.379036, -1.331937], [1.089105, -0.144358, -1.575990], [0.319138, -2.827032, -1.527294], [-2.432325, 1.686250, 1.286121], [-1.675714, 2.376519, 2.334397], [-2.239907, 2.194515, 3.554230], [-0.414221, 1.605075, 2.239737], [-1.454596, 3.671896, 1.987043], [0.203577, 1.917819, -0.314662], [-0.856806, 2.441212, -0.841951], [-0.663423, 3.333066, -1.764698], [0.657485, 3.688968, -2.200980], [1.718456, 3.961605, -2.548935], [-1.797451, 3.961501, -2.370571], [-2.673876, 4.498842, -2.883766]],
  "atomic_forces_ev_per_a": [[1.50, -0.38, -0.23], [0.02, -0.03, 0.00], [-0.02, 0.06, 0.08], [-0.31, -0.02, 0.30], [0.03, 0.05, -0.04], [-0.01, -0.05, 0.05], [0.00, 0.02, 0.01], [-0.01, 0.02, -0.01], [-0.01, -0.10, -0.03], [-0.20, 0.05, 0.00], [-0.02, -0.01, 0.08], [0.05, 0.01, -0.10], [0.04, 0.05, -0.01], [-0.20, 0.02, 0.10], [0.01, -0.01, -0.01], [0.00, 0.02, 0.00], [0.00, -0.01, 0.00], [-0.01, 0.00, -0.01], [0.00, 0.00, 0.00], [0.00, 0.00, 0.00], [0.00, 0.02, 0.00], [-0.01, -0.02, 0.02], [0.02, 0.02, -0.07], [-0.12, -0.12, -0.01], [-0.01, 0.00, -0.01], [-0.01, -0.09, 0.12], [0.04, 0.01, 0.01], [-0.98, -0.35, 0.30], [0.16, 0.86, -0.58], [0.03, -0.08, 0.03], [0.02, 0.05, 0.00], [0.00, -0.01, -0.02], [0.00, 0.01, 0.01], [0.00, 0.00, -0.01]],
  "lowdin_spin": [0.971, 0.007, 0.004, 0.030, 0.001, 0.001, 0.000, -0.001, -0.001, -0.018, 0.000, 0.001, 0.002, -0.020, 0.000, 0.000, 0.000, 0.000, 0.000, 0.000, 0.000, 0.000, 0.002, 0.000, 0.000, -0.002, 0.000, -0.001, 0.023, 0.003, 0.000, -0.001, 0.000, -0.001]
}

{
  "formula": "C11H8Br2InN2O2",
  "method": "ωB97M-V/def2-TZVPD",
  "charge": 3,
  "lumo_energy_ev": -15.87,
  "e_homo_ha": -0.713,
  "elements": ["O", "C", "O", "C", "C", "C", "C", "C", "C", "N", "C", "C", "Br", "N", "C", "C", "Br", "H", "H", "H", "H", "H", "H", "H", "H", "In"],
  "xyz": [[0.111390, 3.692265, -0.536366], [-0.248071, 3.180662, -1.532986], [-1.418026, 2.500679, -1.572734], [-1.500359, 1.468453, -2.550664], [-1.903312, 0.157380, -1.852751], [-1.105549, -0.203324, -0.641509], [-1.787148, -0.461615, 0.534567], [-1.133041, -0.821635, 1.723428], [0.285815, -0.968589, 1.817157], [0.814861, -1.332657, 3.001392], [2.130806, -1.470024, 2.987512], [2.921218, -1.189762, 1.837206], [4.761629, -1.367129, 1.916421], [2.378421, -0.822545, 0.676820], [1.051270, -0.724818, 0.680623], [0.361960, -0.336667, -0.575255], [1.372150, -0.050241, -2.001368], [0.380575, 3.265004, -2.437004], [-0.595074, 1.414018, -3.145712], [-2.298079, 1.713890, -3.249145], [-1.833527, -0.653102, -2.588759], [-2.937472, 0.260440, -1.540222], [-2.864738, -0.381502, 0.571723], [-1.731220, -1.019349, 2.607502], [2.623993, -1.757210, 3.911270], [2.161529, -4.092624, 1.958854]],
  "atomic_forces_ev_per_a": [[0.31, 0.46, 1.00], [0.14, 0.29, 0.04], [0.27, -0.65, -0.34], [-0.64, 0.46, -0.48], [0.69, 0.28, 0.02], [-0.64, -0.20, 0.51], [0.27, 0.19, -0.27], [0.10, -0.08, 0.12], [-0.87, 0.18, 0.22], [0.65, -0.05, -0.65], [-0.12, 0.60, 0.54], [0.47, 0.47, -0.13], [-0.26, -0.05, 0.03], [-0.55, -0.05, 0.20], [0.56, 0.04, 0.01], [0.00, 0.10, -0.40], [0.02, -0.02, -0.01], [-0.37, -0.37, -0.42], [0.14, -0.13, 0.04], [-0.10, -0.02, -0.02], [-0.05, -0.05, -0.05], [-0.12, -0.16, -0.02], [-0.08, 0.05, -0.14], [0.05, 0.02, 0.15], [-0.01, 0.03, 0.10], [0.14, -1.34, -0.06]],
  "mulliken_charge": [-0.313, 0.130, -0.316, -0.604, -1.028, 1.063, -0.934, -0.491, 0.331, -0.374, -0.643, -0.004, 0.182, -0.333, 0.957, 0.247, 0.395, 0.470, 0.421, 0.409, 0.405, 0.476, 0.466, 0.530, 0.571, 0.986]
}

{
  "formula": "C11H8Cl2F5N2O2SeV",
  "method": "ωB97M-V/def2-TZVPD",
  "lumo_energy_ev": [-0.02, -0.03],
  "e_homo_ha": [-0.285, -0.286],
  "elements": ["V", "Cl", "C", "Cl", "H", "H", "C", "N", "C", "C", "N", "H", "H", "H", "H", "H", "H", "Se", "O", "C", "F", "C", "C", "F", "C", "F", "C", "O", "C", "F", "C", "F"],
  "xyz": [[1.014410, -0.220336, 0.072552], [-1.466439, -1.251274, 0.731239], [-2.366925, -0.732854, -0.720006], [-3.643554, 0.414890, -0.325061], [-1.652587, -0.258726, -1.383175], [-2.810104, -1.620183, -1.154056], [4.787047, 3.181547, -1.642335], [4.725047, 2.227770, -0.539409], [5.943182, 1.958736, 0.216758], [3.626524, 1.569316, -0.292604], [2.649428, 0.995588, -0.068538], [5.084921, 4.161331, -1.267172], [3.809016, 3.260746, -2.108491], [5.511095, 2.845697, -2.385855], [6.300370, 2.878065, 0.682196], [6.716005, 1.568102, -0.446703], [5.736010, 1.225135, 0.990796], [1.448714, -1.762719, -1.406209], [2.307567, -2.172355, 2.143109], [1.847689, -1.458200, 1.390962], [-2.353834, 4.300755, 3.806907], [-1.806372, 3.577239, 2.824864], [-0.918990, 2.558189, 3.117358], [-0.597441, 2.282219, 4.382583], [-0.373506, 1.835770, 2.078607], [0.500205, 0.820452, 2.336256], [-0.664074, 2.063779, 0.732919], [-0.123256, 1.322779, -0.202925], [-1.564013, 3.103432, 0.474452], [-1.901008, 3.382409, -0.788167], [-2.122855, 3.841433, 1.500476], [-2.982179, 4.822998, 1.219440]],
  "atomic_forces_ev_per_a": [[0.17, -0.41, 0.07], [0.06, 0.06, -0.03], [-0.02, 0.01, -0.05], [0.01, -0.03, 0.00], [-0.03, 0.01, 0.03], [0.00, 0.00, 0.01], [-0.01, 0.00, 0.00], [0.03, 0.03, -0.01], [0.00, -0.01, 0.00], [-0.02, 0.05, 0.02], [-0.05, -0.08, 0.01], [0.00, 0.00, 0.00], [0.00, 0.00, 0.01], [0.00, 0.00, -0.01], [0.00, 0.00, 0.00], [0.00, 0.00, 0.00], [0.00, 0.00, 0.00], [-0.02, 0.15, 0.09], [0.07, -0.08, 0.09], [-0.10, 0.14, -0.17], [0.00, 0.01, 0.00], [-0.02, 0.01, 0.00], [0.00, 0.00, 0.01], [0.00, 0.00, 0.00], [0.02, -0.01, -0.08], [-0.02, 0.05, -0.03], [0.04, 0.01, 0.13], [-0.14, 0.12, -0.08], [0.05, -0.02, -0.02], [0.00, 0.00, 0.00], [0.00, 0.00, 0.03], [0.00, 0.00, -0.01]],
  "mulliken_charge": [0.668, -0.105, -0.186, -0.148, 0.151, 0.394, -0.925, -0.006, -0.929, 0.344, -0.107, 0.319, 0.324, 0.318, 0.317, 0.319, 0.325, -0.533, -0.265, 0.354, -0.311, 0.698, -0.253, -0.297, 0.473, -0.314, 0.574, -0.792, 0.078, -0.340, 0.152, -0.298]
}